Density functional theory data (the ωB97M-V functional and the def2-TZVPD basis) for a molecular structure, C39H58BClN8O7P2TeY.

ORCA input file:
```
! RIJCOSX wB97M-V def2-TZVPD def2/J DEFGRID3
* xyz -1 1
Y -0.63 -0.37 -0.71
O 1.46 -0.09 0.51
C 2.60 -0.40 0.20
C 3.10 -0.72 -1.11
C 4.47 -0.97 -1.21
C 5.05 -1.25 -2.42
C 4.27 -1.31 -3.59
C 2.93 -1.07 -3.52
C 2.27 -0.75 -2.29
O 1.03 -0.52 -2.28
N 6.47 -1.49 -2.49
O 6.95 -1.78 -3.58
O 7.12 -1.45 -1.46
H 3.37 -0.40 0.99
H 5.08 -0.95 -0.32
H 4.75 -1.54 -4.53
H 2.31 -1.11 -4.41
C -1.65 4.38 3.21
N -1.80 3.29 2.27
C -3.17 2.81 2.07
P -0.52 2.40 1.81
O -0.92 1.36 0.84
O 0.53 3.44 1.15
P 1.19 3.52 -0.32
O 1.11 2.28 -1.10
N 2.76 3.94 -0.08
C 3.84 2.97 -0.21
C 3.09 5.14 0.67
N 0.42 4.84 -0.92
C 0.92 5.37 -2.18
C -0.49 5.71 -0.20
N 0.31 2.00 3.16
C 1.71 1.60 3.12
C -0.43 1.34 4.24
H -2.32 5.20 2.93
H -0.62 4.75 3.21
H -1.90 4.07 4.24
H -3.79 3.61 1.66
H -3.60 2.47 3.02
H -3.18 1.98 1.38
H 3.49 2.13 -0.81
H 4.17 2.60 0.76
H 4.69 3.44 -0.71
H 2.25 5.83 0.68
H 3.94 5.65 0.21
H 3.35 4.90 1.71
H 1.45 4.59 -2.73
H 1.60 6.21 -2.02
H 0.08 5.71 -2.79
H -0.96 5.18 0.62
H -1.28 6.04 -0.88
H 0.02 6.60 0.19
H 2.24 2.15 2.34
H 1.82 0.53 2.92
H 2.17 1.83 4.08
H -1.48 1.62 4.21
H 0.00 1.65 5.20
H -0.39 0.25 4.14
C -2.37 -1.48 -3.55
N -1.73 -2.05 -2.36
C -2.74 -2.79 -1.59
C -0.67 -2.99 -2.78
C 0.11 -3.52 -1.60
C 0.64 -4.80 -1.67
C 1.40 -5.30 -0.62
C 1.60 -4.51 0.50
C 1.05 -3.23 0.55
C 0.28 -2.67 -0.49
H -2.85 -2.27 -4.15
H -1.62 -0.99 -4.17
H -3.11 -0.75 -3.25
H -3.18 -3.59 -2.21
H -3.52 -2.10 -1.27
H -2.28 -3.23 -0.71
H -0.01 -2.45 -3.46
H -1.12 -3.82 -3.35
H 0.46 -5.42 -2.55
H 1.81 -6.30 -0.67
H 2.17 -4.89 1.34
H 1.21 -2.65 1.45
B -5.13 2.03 -0.88
C -3.93 1.01 -0.92
N -3.01 0.31 -0.91
H -5.71 1.89 0.18
H -5.86 1.81 -1.83
H -4.63 3.14 -0.96
Cl -2.70 5.04 -3.09
C -1.79 3.61 -3.46
C -1.14 3.51 -4.68
C -0.41 2.35 -4.91
C -0.37 1.37 -3.93
N -1.01 1.47 -2.77
C -1.71 2.59 -2.54
H -1.21 4.30 -5.41
H 0.13 2.21 -5.84
H 0.22 0.47 -4.07
H -2.21 2.67 -1.58
C -0.31 -7.36 3.64
C -0.79 -5.97 3.36
C -1.97 -5.73 2.67
C -2.41 -4.44 2.38
C -3.74 -4.29 1.69
C -1.64 -3.33 2.77
Te -2.19 -1.36 2.19
C -0.49 -3.56 3.54
C 0.32 -2.43 4.11
C -0.08 -4.86 3.81
H -0.95 -8.10 3.16
H -0.29 -7.58 4.71
H 0.71 -7.51 3.26
H -2.56 -6.58 2.33
H -4.14 -5.26 1.40
H -3.68 -3.65 0.82
H -4.46 -3.80 2.37
H 0.61 -1.72 3.32
H 1.21 -2.80 4.61
H -0.28 -1.86 4.82
H 0.83 -5.02 4.39
*
```

Results
Total energy = -107759.437 eV
Energy relative to the best compared isomer or geometry (same formula, charge and spin) = 13.2 kcal/mol
HOMO-LUMO gap = 5.65 eV
E_HOMO = -3.75 eV

Density functional theory data (the ωB97M-V functional and the def2-TZVPD basis) for a molecular structure, C39H58Cl2F6IN5O18.

ORCA input file:
```
! RIJCOSX wB97M-V def2-TZVPD def2/J DEFGRID3
* xyz 0 1
C 0.47 2.31 3.60
C -0.04 2.49 2.51
N -0.68 2.54 1.25
I 0.67 3.67 0.16
C -1.07 1.21 0.69
C -0.20 -0.01 1.28
C 1.34 -0.01 0.94
C 1.74 -0.98 -0.28
C 3.29 -1.38 -0.09
N 4.07 -0.76 -1.24
C 5.04 -1.72 -1.74
N 6.08 -2.11 -1.09
N 4.82 -2.22 -3.10
C -0.86 1.04 -0.88
C -1.61 1.92 -1.94
C -2.52 3.12 -1.55
C -0.53 2.50 -3.00
C -2.63 0.97 1.13
Cl -3.30 2.64 1.70
C -2.90 0.07 2.39
C -2.60 0.62 3.84
C -1.69 -0.34 4.75
C -2.28 -1.80 4.92
N -1.72 -2.81 3.98
C -2.71 -3.82 3.53
C -0.49 -3.40 4.48
C -0.39 -4.69 5.37
O 0.56 -2.85 4.16
O -3.53 0.65 0.08
C -3.79 -0.64 -0.31
O -2.80 -1.64 -0.17
Cl -5.37 -1.41 0.37
C -4.12 -0.57 -1.90
C -3.12 -1.39 -2.80
C -3.49 -2.94 -2.93
F -4.86 -3.15 -3.25
H 0.76 2.13 4.65
H -0.29 -0.15 2.39
H -0.62 -0.95 0.81
H 1.88 -0.46 1.84
H 1.82 0.99 0.77
H 1.68 -0.47 -1.28
H 1.12 -1.92 -0.26
H 3.72 -0.94 0.85
H 3.43 -2.50 -0.07
H 4.63 0.02 -0.87
H 6.59 -2.78 -1.69
H 4.78 -3.24 -3.02
H 3.89 -1.84 -3.37
H 0.23 1.05 -1.19
H -1.16 -0.04 -1.07
H -2.23 1.23 -2.60
H -2.61 3.82 -2.44
H -3.59 2.78 -1.35
H -2.23 3.75 -0.67
H -0.17 3.54 -2.72
H -1.11 2.63 -3.98
H 0.30 1.77 -3.21
H -2.46 -0.98 2.32
H -4.02 -0.13 2.39
H -3.57 0.67 4.43
H -2.15 1.64 3.93
H -1.76 0.13 5.79
H -0.60 -0.31 4.47
H -2.04 -2.14 5.98
H -3.41 -1.71 4.87
H -2.51 -4.10 2.46
H -2.79 -4.73 4.18
H -3.75 -3.36 3.52
H -0.94 -5.52 4.83
H 0.70 -5.01 5.37
H -0.82 -4.59 6.41
H -3.19 -2.48 0.13
H -4.21 0.52 -2.18
H -5.15 -0.99 -2.12
H -2.03 -1.27 -2.56
H -3.25 -0.99 -3.86
H -2.89 -3.31 -3.83
H -3.12 -3.55 -2.06
C -1.07 8.60 1.19
C -1.14 8.44 2.67
O -1.14 7.03 2.84
C -0.45 6.53 1.77
O -0.02 5.42 1.71
O -0.31 7.46 0.79
F -2.30 8.93 3.17
H -2.06 8.56 0.71
H -0.58 9.52 0.89
H -0.29 8.87 3.21
C 0.20 -6.36 -1.88
C 1.15 -5.29 -1.41
O 0.28 -4.30 -0.90
C -0.83 -4.97 -0.46
O -1.65 -4.50 0.26
O -0.87 -6.24 -0.95
F 1.84 -4.77 -2.44
H -0.16 -6.18 -2.89
H 0.65 -7.36 -1.83
H 1.84 -5.61 -0.62
C 8.68 -4.06 -5.71
C 7.42 -3.46 -6.25
O 6.41 -4.27 -5.69
C 6.92 -4.73 -4.51
O 6.27 -5.22 -3.64
O 8.27 -4.55 -4.44
F 7.36 -3.57 -7.60
H 9.03 -4.90 -6.32
H 9.48 -3.34 -5.62
H 7.25 -2.42 -5.96
C -3.03 5.18 5.04
C -3.39 6.06 6.19
O -4.15 5.21 7.02
C -3.67 3.95 6.79
O -3.89 3.02 7.50
O -2.92 3.90 5.66
F -4.18 7.09 5.79
H -3.80 5.15 4.27
H -2.08 5.47 4.58
H -2.54 6.45 6.75
C 3.12 1.37 -6.93
C 2.78 2.31 -5.82
O 1.99 1.51 -4.96
C 2.44 0.23 -5.14
O 2.20 -0.67 -4.40
O 3.19 0.12 -6.27
F 2.02 3.35 -6.26
H 2.35 1.34 -7.70
H 4.07 1.62 -7.41
H 3.65 2.70 -5.27
*
```

Results
Total energy = -135132.020 eV
HOMO-LUMO gap = 7.69 eV
E_HOMO = -7.61 eV

Density functional theory data (the ωB97M-V functional and the def2-TZVPD basis) for a molecular structure, C39H59As3CaN6OTe.

ORCA input file:
```
! RIJCOSX wB97M-V def2-TZVPD def2/J DEFGRID3
* xyz -2 1
Ca 0.40 0.01 -0.98
C 0.29 1.23 -5.00
C -0.29 2.52 -4.43
C -0.55 2.54 -2.92
N 0.63 2.13 -2.18
C 1.62 2.93 -1.97
C 1.58 4.34 -2.30
C 2.54 5.31 -2.37
C 3.93 5.24 -2.19
C 4.60 4.09 -1.81
C 4.14 2.83 -1.45
C 2.83 2.30 -1.31
N 2.58 1.17 -0.69
C 3.70 0.45 -0.11
C 3.27 -0.86 0.54
C 3.12 -2.02 -0.43
N 1.98 -1.87 -1.31
C 1.96 -2.46 -2.47
C 3.05 -3.17 -3.06
C 3.12 -4.07 -4.11
C 2.13 -4.66 -4.88
C 0.77 -4.35 -4.76
C 0.16 -3.34 -4.07
C 0.71 -2.24 -3.30
N 0.12 -1.11 -3.14
C -1.06 -0.71 -3.90
C -0.66 0.05 -5.17
H 1.15 0.92 -4.40
H 0.69 1.46 -6.00
H -1.23 2.76 -4.95
H 0.40 3.34 -4.67
H -1.36 1.86 -2.64
H -0.92 3.53 -2.63
H 0.59 4.68 -2.56
H 2.16 6.29 -2.64
H 4.51 6.14 -2.36
H 5.69 4.18 -1.76
H 4.93 2.15 -1.17
H 4.21 1.08 0.63
H 4.45 0.21 -0.88
H 2.36 -0.71 1.13
H 4.05 -1.14 1.27
H 3.00 -2.96 0.14
H 4.07 -2.11 -0.97
H 4.01 -3.00 -2.58
H 4.13 -4.41 -4.32
H 2.42 -5.43 -5.58
H 0.08 -4.98 -5.32
H -0.92 -3.30 -4.17
H -1.67 -0.09 -3.24
H -1.69 -1.56 -4.19
H -1.59 0.39 -5.65
H -0.21 -0.67 -5.86
C -1.03 -2.26 2.46
As -0.11 -0.52 2.50
C 1.09 -1.07 4.01
C -1.53 0.33 3.59
C -1.40 1.78 4.06
C -0.08 2.02 4.80
C -1.54 2.79 2.90
As -0.15 2.87 1.49
C -1.12 4.22 0.45
C 1.04 4.21 2.37
C -2.59 2.10 4.99
As -3.19 1.08 6.58
C -1.60 0.20 7.32
C -4.02 -0.50 5.76
H -1.37 -2.53 3.47
H -0.35 -3.02 2.08
H -1.88 -2.14 1.78
H 0.51 -1.35 4.90
H 1.78 -0.27 4.27
H 1.67 -1.93 3.68
H -1.58 -0.32 4.48
H -2.43 0.20 2.99
H 0.76 1.89 4.12
H 0.06 1.32 5.62
H -0.04 3.04 5.19
H -1.59 3.80 3.33
H -2.46 2.58 2.35
H -1.34 5.09 1.07
H -2.03 3.75 0.07
H -0.49 4.52 -0.39
H 0.47 4.95 2.94
H 1.58 4.72 1.57
H 1.76 3.72 3.02
H -3.51 2.13 4.39
H -2.46 3.12 5.37
H -0.92 0.95 7.73
H -1.06 -0.41 6.60
H -1.94 -0.43 8.14
H -4.72 -0.16 4.99
H -4.58 -1.03 6.53
H -3.30 -1.17 5.29
N -5.31 -4.73 -0.82
C -4.45 -4.06 -1.67
O -4.84 -3.55 -2.69
C -3.02 -4.07 -1.23
C -2.41 -5.22 -0.74
C -1.08 -5.16 -0.39
C -0.42 -3.94 -0.51
N -1.01 -2.83 -0.91
C -2.29 -2.88 -1.29
H -6.28 -4.55 -1.00
H -5.04 -4.77 0.15
H -2.97 -6.15 -0.67
H -0.54 -6.04 -0.04
H 0.63 -3.85 -0.27
H -2.74 -1.94 -1.58
Te -2.52 0.51 -0.08
*
```

Results
Total energy = -260638.079 eV
HOMO-LUMO gap = 4.36 eV
E_HOMO = -0.15 eV

Density functional theory data (the ωB97M-V functional and the def2-TZVPD basis) for a molecular structure, C39H59BGe2LiN6.

ORCA input file:
```
! RIJCOSX wB97M-V def2-TZVPD def2/J DEFGRID3
* xyz 0 2
Li 0.04 0.95 -0.45
C -2.11 0.63 4.17
C -2.25 0.56 2.68
C -3.36 0.22 1.93
C -2.95 0.32 0.59
N -1.67 0.67 0.52
N -1.24 0.83 1.82
B 0.07 1.63 2.11
N 1.38 0.84 1.77
N 1.80 0.76 0.47
C 3.08 0.42 0.51
C 3.50 0.26 1.85
C 2.39 0.54 2.62
C 2.26 0.53 4.11
C 3.93 0.39 -0.75
C 4.31 -1.05 -1.10
C 5.20 1.20 -0.50
C 3.15 1.01 -1.91
N 0.04 2.92 1.24
N 0.00 2.85 -0.12
C -0.03 4.09 -0.57
C 0.00 5.00 0.51
C 0.05 4.21 1.64
C 0.09 4.63 3.08
C -0.10 4.38 -2.05
C -0.16 3.07 -2.85
C 1.15 5.17 -2.47
C -1.36 5.21 -2.35
C -3.80 0.27 -0.67
C -5.04 -0.58 -0.42
C -4.20 1.71 -1.01
C -3.00 -0.31 -1.84
H -3.00 0.21 4.63
H -2.00 1.66 4.52
H -1.24 0.07 4.52
H -4.33 -0.06 2.31
H 0.09 1.93 3.28
H 4.48 -0.02 2.21
H 3.13 0.04 4.55
H 1.36 -0.01 4.42
H 2.18 1.54 4.51
H 4.81 -1.54 -0.26
H 4.98 -1.06 -1.96
H 3.42 -1.63 -1.34
H 5.83 0.73 0.26
H 4.96 2.21 -0.15
H 5.78 1.28 -1.42
H 2.24 0.44 -2.13
H 3.77 1.02 -2.82
H 2.86 2.04 -1.68
H -0.01 6.08 0.48
H 0.09 5.71 3.14
H 0.98 4.25 3.58
H -0.78 4.25 3.63
H 0.73 2.46 -2.67
H -0.21 3.29 -3.92
H -1.04 2.49 -2.57
H 2.06 4.60 -2.26
H 1.21 6.11 -1.91
H 1.11 5.40 -3.54
H -2.26 4.66 -2.07
H -1.41 5.44 -3.42
H -1.34 6.15 -1.79
H -5.68 -0.12 0.34
H -4.77 -1.58 -0.08
H -5.62 -0.67 -1.34
H -4.75 2.17 -0.18
H -4.85 1.73 -1.90
H -3.32 2.32 -1.20
H -2.70 -1.34 -1.64
H -2.10 0.28 -2.03
H -3.61 -0.30 -2.75
C 0.01 -5.04 -2.62
Ge 0.07 -3.09 -2.56
C 1.70 -2.54 -3.49
C -1.39 -2.48 -3.72
Ge -0.01 -2.10 -0.28
C -1.61 -2.85 0.59
C -1.85 -2.69 1.95
C -2.98 -3.23 2.55
C -3.90 -3.94 1.80
C -3.68 -4.12 0.43
C -2.55 -3.57 -0.16
C 1.43 -2.99 0.74
C 1.62 -2.74 2.10
C 2.62 -3.38 2.82
C 3.46 -4.30 2.19
C 3.29 -4.56 0.83
C 2.29 -3.91 0.12
H 0.04 -5.32 -3.68
H -0.90 -5.43 -2.17
H 0.87 -5.49 -2.11
H 1.64 -2.91 -4.52
H 2.60 -2.95 -3.02
H 1.79 -1.45 -3.52
H -1.21 -2.91 -4.71
H -1.39 -1.39 -3.81
H -2.37 -2.79 -3.36
H -1.15 -2.13 2.56
H -3.14 -3.09 3.62
H -4.79 -4.35 2.26
H -4.40 -4.67 -0.16
H -2.39 -3.73 -1.22
H 0.99 -2.02 2.61
H 2.75 -3.17 3.87
H 4.24 -4.80 2.74
H 3.93 -5.27 0.33
H 2.17 -4.13 -0.94
*
```

Results
Total energy = -164259.320 eV
HOMO-LUMO gap (spin up / spin down) = 7.81 / 7.14 eV
E_HOMO (spin up / spin down) = -7.24 / -8.31 eV